ORCA calculation (ωB97M-V/def2-TZVPD) on an isolated molecule of C4H12N2O2S.

Calculated values
* energy: -22250.8711 eV
* relative energy (zero: lowest compared OMol25 entry of this formula, charge and spin): 280.2 kJ/mol
* E_HOMO: -8.7 eV
* Kohn-Sham gap: 9.43 eV
* LUMO level: 0.69 eV

Geometry (Å):
C: -0.68705 2.36376 -2.49025
C: 1.66946 -1.39211 2.93041
C: -0.16484 1.03313 -1.93036
C: -0.36435 -0.49829 -0.03998
N: -0.38798 0.89749 -0.53443
N: -0.27976 -0.35636 1.35805
O: 0.27025 -2.84990 1.17897
O: -1.51446 -1.19505 -0.54754
S: 0.07218 -1.92722 2.26604
H: -0.25474 3.25952 -1.98575
H: -0.41871 2.46607 -3.51317
H: -1.80126 2.45078 -2.22784
H: 1.48744 -0.29223 2.86421
H: 2.66708 -1.64169 2.50463
H: 1.57227 -1.69868 3.91313
H: -0.65049 0.19293 -2.45812
H: 0.90056 1.12206 -2.13740
H: 0.47277 -1.19408 -0.43948
H: -0.01758 1.48571 0.15581
H: -1.14585 -0.08749 1.69118
H: -1.42494 -2.13834 -0.55810